ORCA calculation (the ωB97M-V functional and the def2-TZVPD basis) on a 2-piece molecular cluster, C28H29BF3NO3 overall.

Computed properties:
HOMO energy (eV): -7.645
Gap between HOMO and LUMO (eV): 5.04
Energy above the lowest of the compared OMol25 structures with the same formula, charge and spin (kcal/mol): 1.2
Lowest unoccupied orbital energy (eV): -2.6

Cartesian coordinates (Å):
C 5.947 -2.572 -3.459
C 5.016 -1.830 -2.554
C 4.798 -2.300 -1.251
C 3.914 -1.658 -0.409
C 3.194 -0.502 -0.837
C 2.238 0.055 0.052
C 1.823 1.408 0.161
C 0.893 1.724 1.193
C 0.339 2.984 1.305
C 0.699 3.992 0.402
C 1.664 3.731 -0.577
C 2.275 2.484 -0.659
C 3.432 -0.032 -2.159
C 4.338 -0.684 -2.984
H 6.012 -2.080 -4.433
H 6.955 -2.634 -3.030
H 5.604 -3.602 -3.613
H 5.333 -3.189 -0.911
H 3.733 -2.031 0.600
H 1.909 -0.603 0.857
H 0.626 0.934 1.898
H -0.384 3.185 2.097
H 0.240 4.977 0.474
H 1.959 4.522 -1.269
H 3.119 2.336 -1.332
H 2.880 0.831 -2.530
H 4.524 -0.310 -3.994
C -1.169 3.708 -3.668
O -1.902 3.595 -2.425
C -1.851 2.406 -1.767
C -0.989 1.344 -2.137
C -0.945 0.214 -1.331
C -1.794 0.113 -0.201
N -1.526 -1.129 0.417
C -2.098 -1.632 1.622
O -1.783 -2.695 2.108
O -3.013 -0.787 2.138
C -3.705 -1.183 3.391
C -2.706 -1.385 4.508
C -4.496 -2.452 3.171
C -4.630 -0.018 3.704
C -0.533 -1.785 -0.327
B 0.061 -3.232 0.126
F 1.003 -3.548 -0.877
F 0.720 -2.894 1.326
F -0.955 -4.169 0.167
C -0.112 -0.960 -1.328
C -2.637 1.144 0.171
C -2.672 2.289 -0.611
H -1.465 4.680 -4.058
H -0.085 3.680 -3.479
H -1.453 2.908 -4.370
H -0.363 1.387 -3.033
H -2.120 -0.473 4.671
H -3.235 -1.628 5.439
H -2.043 -2.216 4.253
H -5.219 -2.319 2.357
H -3.809 -3.270 2.932
H -5.048 -2.711 4.084
H -5.350 0.140 2.891
H -5.197 -0.215 4.622
H -4.058 0.906 3.854
H 0.643 -1.145 -2.085
H -3.248 1.060 1.057
H -3.299 3.138 -0.347

ORCA calculation (the ωB97M-V functional and the def2-TZVPD basis) on a 4-piece molecular cluster, C38H67N2O5PS2 overall.

Computed properties:
HOMO energy (eV): -8.150
SMILES string: CCCCCCCCCCN(CCCSC(=S)N(c1ccccc1)c1ccccc1)C(=O)OP(C)C.CC(C)O.CC(C)O.CC(C)O
Gap between HOMO and LUMO (eV): 7.73
Lowest unoccupied orbital energy (eV): -0.4

Cartesian coordinates (Å):
C -5.615 -6.224 -0.769
C -4.901 -7.594 -0.417
C -4.921 -7.880 1.146
C -3.731 -8.835 1.598
C -2.445 -7.942 1.861
C -1.816 -8.123 3.293
C -2.594 -7.376 4.445
C -2.432 -5.800 4.458
C -1.264 -5.239 3.560
C -1.079 -3.700 3.862
N 0.131 -3.101 3.254
C 0.024 -1.644 3.033
C -1.074 -1.195 1.998
C -1.012 0.400 1.859
S -2.559 1.063 1.097
C -2.180 1.535 -0.643
S -3.416 2.085 -1.585
N -0.792 1.343 -1.046
C -0.648 0.413 -2.148
C -0.069 0.735 -3.442
C 0.083 -0.272 -4.497
C -0.322 -1.659 -4.290
C -0.926 -1.986 -2.995
C -1.084 -0.988 -1.938
C -0.071 2.593 -1.243
C -0.510 3.733 -2.041
C 0.318 4.943 -2.110
C 1.614 5.028 -1.423
C 2.093 3.880 -0.656
C 1.233 2.709 -0.572
C 0.588 -3.809 2.092
O -0.017 -3.976 1.057
O 1.857 -4.383 2.220
P 2.071 -5.580 0.980
C 3.450 -6.742 1.586
C 2.841 -4.671 -0.471
H -6.497 -6.098 -0.084
H -6.016 -6.209 -1.821
H -4.925 -5.357 -0.598
H -3.850 -7.531 -0.808
H -5.444 -8.413 -0.955
H -5.909 -8.316 1.445
H -4.841 -6.875 1.651
H -4.051 -9.431 2.491
H -3.583 -9.563 0.754
H -2.702 -6.885 1.594
H -1.666 -8.279 1.120
H -1.889 -9.227 3.531
H -0.714 -7.894 3.294
H -3.668 -7.713 4.419
H -2.169 -7.758 5.418
H -2.274 -5.408 5.502
H -3.393 -5.364 4.070
H -1.627 -5.297 2.494
H -0.314 -5.821 3.667
H -2.040 -3.173 3.629
H -0.940 -3.622 4.984
H 1.051 -1.271 2.756
H -0.228 -1.159 4.019
H -2.115 -1.498 2.270
H -0.802 -1.588 0.986
H -0.099 0.611 1.245
H -0.823 0.812 2.883
H 0.294 1.764 -3.686
H 0.548 0.037 -5.466
H -0.162 -2.392 -5.111
H -1.248 -3.031 -2.774
H -1.543 -1.325 -0.975
H -1.468 3.700 -2.600
H 0.017 5.847 -2.689
H 2.281 5.923 -1.467
H 3.064 3.838 -0.108
H 1.592 1.830 0.026
H 3.381 -7.690 0.991
H 4.433 -6.216 1.402
H 3.273 -6.915 2.683
H 3.776 -5.230 -0.755
H 2.117 -4.685 -1.333
H 3.070 -3.623 -0.145
C -8.495 1.721 -0.915
C -8.022 0.950 0.308
C -7.308 1.862 1.292
O -7.139 -0.094 -0.096
H -7.647 2.165 -1.445
H -8.995 1.053 -1.619
H -9.188 2.518 -0.636
H -8.877 0.477 0.797
H -6.417 2.307 0.836
H -6.964 1.294 2.159
H -7.966 2.663 1.638
H -6.376 0.311 -0.529
C 5.675 7.025 -3.996
C 4.614 7.775 -3.206
C 4.955 9.252 -3.086
O 4.500 7.205 -1.902
H 6.648 7.089 -3.498
H 5.424 5.964 -4.065
H 5.774 7.428 -5.006
H 3.643 7.660 -3.695
H 5.902 9.391 -2.558
H 4.191 9.776 -2.507
H 5.032 9.721 -4.069
H 5.352 7.301 -1.460
C 8.797 11.097 0.293
C 8.864 10.487 -1.099
C 10.002 11.085 -1.911
O 7.627 10.709 -1.777
H 8.617 12.174 0.237
H 7.970 10.666 0.860
H 9.725 10.927 0.843
H 8.999 9.405 -1.020
H 9.862 12.163 -2.041
H 10.032 10.646 -2.911
H 10.966 10.915 -1.426
H 7.497 11.662 -1.853